# C18H25N3S

An isolated molecule of C18H25N3S (ωB97M-V with the def2-TZVPD basis set, the Open Molecules 2025 dataset).

```
47
Properties=species:S:1:pos:R:3:forces:R:3
C -1.058 0.988 3.013 0.13 -0.18 -0.08
C 0.177 0.424 2.321 -0.10 0.32 0.06
C 1.034 1.536 1.722 0.17 -0.30 0.08
C 2.373 1.058 1.163 -0.20 0.17 -0.16
C 2.236 0.094 -0.022 0.18 0.06 0.17
C 1.908 -1.309 0.379 0.54 0.08 0.27
C 2.542 -2.081 1.271 -0.26 0.12 -0.31
C 1.923 -3.434 1.421 0.02 -0.14 0.08
C 0.734 -3.416 0.449 -0.12 -0.03 -0.09
C 0.800 -2.051 -0.197 -0.61 -0.50 -0.35
N 0.054 -1.560 -1.109 0.58 0.75 0.21
N -0.972 -2.279 -1.605 0.03 -0.75 0.42
C -1.839 -1.878 -2.566 -0.13 -0.07 -0.28
S -3.113 -2.890 -2.903 -0.53 -0.38 -0.10
N -1.683 -0.742 -3.265 0.13 0.11 0.16
C -0.733 0.322 -3.053 0.42 0.21 0.01
C -1.163 1.350 -2.030 0.05 -0.04 -0.06
C -2.258 1.159 -1.202 0.03 -0.09 -0.04
C -2.617 2.127 -0.279 -0.04 0.08 0.06
C -1.881 3.293 -0.169 -0.05 0.06 0.06
C -0.779 3.487 -0.986 0.04 0.08 -0.03
C -0.424 2.522 -1.910 -0.03 -0.04 0.01
H -1.670 0.186 3.421 -0.13 -0.02 0.07
H -0.773 1.650 3.828 -0.01 0.09 0.10
H -1.658 1.554 2.305 -0.10 0.08 -0.02
H 0.771 -0.147 3.040 0.04 -0.10 -0.02
H -0.138 -0.256 1.530 -0.01 -0.10 0.00
H 1.233 2.281 2.498 -0.05 0.09 0.01
H 0.468 2.029 0.929 -0.02 0.07 0.00
H 2.951 0.582 1.957 0.11 0.02 0.04
H 2.931 1.936 0.829 0.09 -0.02 0.04
H 1.457 0.457 -0.693 0.01 0.05 -0.10
H 3.182 0.081 -0.572 -0.08 0.01 -0.09
H 3.408 -1.802 1.845 0.17 0.18 0.09
H 2.641 -4.219 1.172 -0.04 -0.04 0.05
H 1.606 -3.603 2.453 0.01 -0.07 -0.01
H 0.814 -4.204 -0.303 -0.08 -0.01 0.00
H -0.215 -3.547 0.974 -0.03 -0.04 -0.05
H -1.200 -3.191 -1.210 -0.02 0.27 -0.14
H -2.461 -0.543 -3.878 0.07 -0.20 0.11
H 0.212 -0.122 -2.729 -0.16 0.24 -0.23
H -0.572 0.818 -4.015 -0.01 -0.07 0.08
H -2.843 0.254 -1.274 -0.06 -0.10 -0.04
H -3.479 1.968 0.353 -0.06 -0.01 0.06
H -2.161 4.048 0.551 -0.03 0.06 0.06
H -0.197 4.393 -0.903 0.05 0.08 0.00
H 0.435 2.676 -2.549 0.11 0.03 -0.09
```
Positions in Å, forces in eV/Å.

Electronic energy   -34377.01442 eV
Structure (SMILES)   CCCCCC1=CCC/C1=N\NC(=S)NCc1ccccc1
E_LUMO   0.6 eV
Total charge   0
Orbital gap   8.44 eV
ΔE to the lowest compared entry with this formula, charge and spin   42.36 kcal/mol